Entry one
{"formula": "CH12O4S2", "method": "ωB97M-V with the def2-TZVPD basis set", "symbols": ["S", "S", "O", "O", "O", "O", "C", "H", "H", "H", "H", "H", "H", "H", "H", "H", "H", "H", "H"], "positions_angstrom": [[-2.218, -5.245, -2.118], [-1.241, -4.478, -3.722], [3.011, 3.075, 0.703], [-0.237, 2.758, 3.465], [2.183, 0.312, 3.407], [0.566, 4.405, 1.259], [-2.663, -3.899, -4.630], [2.345, 3.755, 0.900], [-3.286, -3.268, -3.974], [2.669, -0.471, 3.127], [-1.624, -6.455, -2.149], [0.497, 3.918, 2.099], [0.182, 1.907, 3.623], [-0.851, 2.783, 4.205], [0.753, 5.314, 1.503], [2.975, 2.748, -0.194], [2.618, 0.928, 2.797], [-2.347, -3.347, -5.483], [-3.333, -4.739, -4.816]], "nbo_charge": [0.16, 0.59, -0.99, -0.96, -0.95, -0.97, -0.80, 0.50, 0.28, 0.47, 0.20, 0.50, 0.49, 0.48, 0.47, 0.47, 0.48, 0.28, 0.28], "spin_multiplicity": 2, "total_charge": 1, "homo_lumo_gap_ev": [7.209, 3.610]}

---

Entry two
{"formula": "CH12O4S2", "method": "ωB97M-V with the def2-TZVPD basis set", "symbols": ["S", "S", "O", "O", "O", "O", "C", "H", "H", "H", "H", "H", "H", "H", "H", "H", "H", "H", "H"], "positions_angstrom": [[-1.192, -2.632, -0.502], [-2.529, -1.397, -1.373], [-0.874, 1.914, 0.876], [1.894, 0.079, -1.077], [1.594, 0.984, 1.476], [-0.365, 1.012, -2.056], [-0.471, -1.888, 1.065], [-1.396, 1.271, 1.362], [2.056, 1.305, 2.257], [-1.718, -0.335, -1.781], [0.319, 0.456, -1.605], [-0.072, -0.913, 0.821], [1.896, 0.492, -0.183], [1.883, -0.888, -1.012], [0.732, 1.455, 1.355], [-1.207, -1.939, 1.865], [0.028, 1.594, -2.712], [0.325, -2.596, 1.316], [-0.904, 2.026, -0.092]], "nbo_charge": [0.47, 0.15, -0.99, -0.97, -1.02, -1.02, -0.72, 0.50, 0.50, 0.25, 0.50, 0.26, 0.52, 0.47, 0.51, 0.27, 0.51, 0.27, 0.53], "spin_multiplicity": 2, "total_charge": 1, "homo_lumo_gap_ev": [10.563, 6.555]}

---

Going by the energies, entry two is most stable and the next is 43.7 kJ/mol up.